{"formula": "CH5PSi", "method": "ωB97M-V/def2-TZVPD", "elements": ["C", "P", "Si", "H", "H", "H", "H", "H"], "positions_angstrom": [[0.759, 0.846, -1.361], [0.226, -1.055, -1.057], [-0.660, -0.769, 1.010], [1.111, 1.072, -2.433], [0.421, 1.543, -0.670], [-0.258, -1.773, 1.812], [0.266, 0.299, 1.433], [-1.866, -0.165, 1.267]], "atomic_forces_ev_per_a": [[-0.969, -6.204, -2.175], [1.172, 4.555, -1.167], [2.428, 2.401, -1.991], [-0.428, -0.174, 2.075], [-0.215, 1.447, 1.024], [0.381, -2.753, 1.852], [0.106, 0.257, 0.225], [-2.475, 0.472, 0.157]], "homo_lumo_gap_ev": [8.280, 8.175], "e_homo_ev": [-8.8799, -9.2150], "smiles": "C=P[SiH3]", "lumo_ev": [-0.600, -1.040]}

---

{"formula": "C4H5NO", "method": "ωB97M-V/def2-TZVPD", "elements": ["C", "N", "O", "H", "C", "C", "C", "H", "H", "H", "H"], "positions_angstrom": [[2.189, -0.350, -0.131], [1.529, -1.275, 0.245], [0.392, -1.620, 0.493], [3.206, -0.084, -0.351], [0.546, 1.080, -0.397], [-0.498, 0.508, -0.104], [-1.861, 0.049, 0.183], [1.151, 1.903, -0.719], [-1.989, -0.132, 1.254], [-2.589, 0.805, -0.131], [-2.077, -0.885, -0.342]], "atomic_forces_ev_per_a": [[-0.220, -0.627, 0.224], [0.218, 0.489, -0.175], [0.204, 0.113, -0.062], [-0.134, -0.004, 0.026], [-0.547, -0.084, 0.085], [0.389, 0.208, -0.110], [-0.056, 0.001, 0.006], [-0.076, -0.160, 0.050], [0.049, 0.021, -0.151], [0.123, -0.093, 0.047], [0.050, 0.136, 0.062]], "homo_lumo_gap_ev": 9.816, "e_homo_ev": -9.1158, "smiles": "C#[N+][O-].C#CC", "lumo_ev": 0.700}

---

Q: Which energy relative to the best compared isomer or geometry (same formula, charge and spin) values were calculated for the entries above? A: 54.0; 547.1, in kJ/mol.